Below is 10 unconnected molecules or ions with the total composition C56H141N9O19 in a non-equilibrium geometry, with properties calculated with ωB97M-V with the def2-TZVPD basis set.

Structure (XYZ):
```
225
C56H141N9O19 | the OMol25 dataset | ωB97M-V with the def2-TZVPD basis set
O 5.8983 -2.5376 2.8415
O 0.7256 -7.2918 -2.9642
O -7.7000 -2.8714 -5.3409
O 6.6331 -0.4338 6.4761
O 0.5885 4.6943 -4.7941
O 3.0533 -3.5020 -4.7862
O -4.2615 4.4273 0.3255
O 4.6520 -5.4792 -0.0144
O 3.3697 1.4060 1.9645
O 2.8996 -1.3855 5.1926
O -4.8651 1.6820 5.0634
O -3.6168 -0.6654 -3.7352
O -1.0680 -5.6482 1.7703
O -4.0744 -1.7856 1.1954
O 0.0163 3.5851 5.1028
O -2.5494 6.0114 -3.6886
O 0.7579 -0.0972 -2.9271
O 0.2209 4.0651 -0.4610
O 0.5000 -0.9869 -0.1300
N 5.3953 -0.5289 0.6991
N -5.6190 -0.8203 -5.8618
N 3.0892 -3.6935 -1.8175
N -2.3494 4.4289 2.5942
N 3.7876 0.1737 7.2354
N -0.8480 2.0111 -5.4197
N 0.0757 -7.7782 -0.0179
N -5.0073 1.6869 2.1341
N -0.8373 6.4206 -1.5854
C 3.3908 0.8654 0.6257
C 1.1806 -8.2727 -0.8042
C -0.0910 0.1640 -4.0214
C 0.8266 5.3472 -0.2323
C 3.9990 -4.2815 0.4639
C 5.9729 -5.5436 0.4511
C 0.6321 6.2876 -1.3395
C 7.6871 -1.3220 6.2414
C 6.1823 -0.4508 7.7771
C -0.7295 4.4296 5.9517
C -1.3110 3.3873 -5.3390
C -3.3917 -0.5436 -2.3025
C 3.3551 -4.8151 -2.7600
C 3.9778 -4.2932 -4.0015
C -3.8396 5.5157 -4.0080
C 2.5941 2.6422 2.0410
C -2.4585 5.5283 1.5839
C -5.9711 2.4136 2.9658
C -3.9961 -2.4984 2.4506
C -6.5076 -2.8413 -4.7026
C -0.5600 -6.5115 -0.5187
C 5.6251 -3.4377 3.8925
C -3.4396 4.2519 -0.8026
C 5.9123 -0.2636 2.0559
C -5.1838 0.2509 2.0137
C -8.6376 -3.1076 -4.3553
C 2.0958 -0.3532 -3.2554
C 5.4625 -1.2327 3.1843
C -2.5542 7.3298 -3.0229
C 4.9728 0.5063 7.9574
C -0.5525 -0.2847 0.4339
C 3.7697 0.7106 5.8226
C 0.9387 3.3551 -1.4812
C 0.3427 -7.4850 -4.3288
C -5.3684 -2.1972 -5.5331
C 0.8467 -8.5662 -2.2464
C 0.0024 1.6413 -4.3212
C -4.1138 0.4611 -4.4222
C -3.8731 5.5916 1.0615
C 2.6454 0.0364 5.1160
C -0.5959 -4.3168 1.8343
C 3.9379 -0.5225 0.6076
C 2.7527 -4.0664 -0.4371
C -1.1128 7.4322 -2.5451
C -5.3486 2.7926 4.3537
C -4.0355 -0.3521 1.2584
C -0.4794 4.5697 -5.7199
C -0.7053 3.0360 4.0333
C 1.8081 -2.2092 4.8799
C 1.4748 5.7114 -5.2370
C -4.4457 0.0081 -5.8643
C -0.3626 -0.0934 1.9401
C -4.1435 2.1348 6.1800
C 3.6338 -3.0257 -5.9941
C -1.6114 -6.0265 0.4732
C -0.9504 3.9686 2.7906
H -6.1957 -0.0502 1.5892
H 1.4277 -1.9398 3.8948
H 2.5314 -5.4601 -3.0617
H -3.0399 -1.5288 -2.0511
H -0.4862 -1.0724 2.4752
H -3.6879 4.4151 -4.2401
H -0.6399 0.7079 -0.0832
H -2.2530 6.4464 2.1335
H 2.6095 0.3409 4.0997
H -1.4529 -3.5806 1.7354
H 5.7937 -1.4510 0.4738
H 8.5476 -1.1034 6.9129
H -4.9830 0.8889 -3.8774
H -3.3308 5.1997 -1.2800
H 4.2100 -5.1656 -4.6551
H -0.1017 2.1886 3.7611
H 0.9367 6.5962 -5.4360
H 6.9412 -0.2323 8.5432
H -4.5916 3.5912 4.2123
H 1.1453 6.0722 -2.2708
H 2.4317 2.7960 3.0744
H 2.1019 5.8027 -4.3466
H 7.4583 -2.4013 6.3728
H -3.4713 2.9794 5.9143
H -4.5633 5.6920 -3.1758
H -3.1252 0.0105 1.6781
H 2.4330 -3.0892 -2.3114
H -9.6455 -3.3003 -4.7290
H -2.2482 -5.2367 -0.0131
H 0.2033 -1.0004 -1.0364
H 4.8790 0.5358 9.0436
H 6.0200 -3.1115 4.8940
H -1.7329 4.0648 6.1558
H 0.0898 -4.0738 1.0004
H 2.0287 3.3816 -1.2857
H 6.5546 -4.7313 0.0336
H -4.7361 2.4232 7.0874
H 5.1829 1.5391 7.7379
H 6.1490 -4.3448 3.6059
H 1.7054 0.2977 5.5971
H 4.5582 -3.6212 4.0421
H -1.0043 -6.6132 -1.5170
H 3.6300 -0.8109 7.2180
H 7.9962 -1.2023 5.2156
H -4.0964 -0.0892 0.1918
H 0.7843 3.8275 -2.4651
H 0.2497 -5.7720 -0.6833
H -1.0765 -0.1318 -3.7738
H 3.6545 -4.3700 1.4999
H -1.0871 0.5360 2.4004
H -1.1766 5.5759 -2.0118
H -1.5338 -0.7915 0.3195
H 6.4062 -6.4976 0.1208
H -1.6739 2.7029 4.3609
H 1.6038 -9.2410 -0.4684
H -0.0328 4.4001 -6.7523
H 1.6267 2.4980 1.5339
H 7.0227 -0.3500 2.0257
H -2.2561 3.5241 -5.8866
H -0.0116 -4.1688 2.7479
H -0.5042 3.4269 1.9204
H 2.0560 -7.6263 -0.9094
H -2.7609 0.3064 -2.0597
H 1.8731 5.2600 -0.0298
H -0.5302 7.1823 -3.4906
H 1.0457 2.0741 -4.4029
H -6.1638 3.2358 4.9973
H 4.3952 -1.1286 3.3264
H -4.2051 -3.5622 2.1437
H -0.6525 -8.0127 -4.4079
H 5.6081 0.7731 2.3355
H -5.1958 -2.8253 -6.4253
H 2.1977 -3.2023 4.8184
H 4.5633 -2.5231 -5.8496
H -6.2267 3.3781 2.4138
H -0.8568 8.4746 -2.2722
H -8.3064 -3.9129 -3.7129
H 2.1033 5.4457 -6.0489
H 5.7408 -1.4255 7.9357
H 0.5591 2.3545 -1.3927
H -3.0114 -2.4574 2.8230
H -3.5843 1.3230 6.6020
H 3.9639 1.5078 -0.0531
H -3.8405 3.5624 -1.5144
H -4.7657 -2.1188 3.1496
H 2.7191 -0.2755 -2.3434
H 4.8700 -3.6887 -3.7611
H -0.8289 5.4182 5.5150
H -4.4833 -2.3125 -4.9090
H -8.7758 -2.2289 -3.6627
H -2.7155 8.0766 -3.8010
H -4.5491 5.7498 1.8910
H -6.5622 -2.3232 -3.7361
H -6.1128 -0.7498 -6.7564
H 3.1832 3.5072 1.6381
H 0.4785 -7.5421 0.8532
H 2.3516 0.7645 0.2863
H 4.0967 -5.4591 -2.3097
H 2.8690 -2.3371 -6.4437
H 1.5622 -9.2472 -2.7828
H -6.2010 -3.8747 -4.4946
H 3.6012 -0.9422 -0.3652
H 2.2054 -3.1727 -0.1143
H -2.8183 3.6151 2.2454
H 4.7498 0.4250 5.4658
H 0.2241 -0.3809 -4.9380
H -1.7972 5.3826 0.8017
H 2.0135 -4.9191 -0.3885
H -3.3277 7.2901 -2.2761
H 2.4095 0.3200 -4.0414
H -3.3542 1.3140 -4.4177
H 0.9770 -2.2296 5.5886
H 4.5887 -3.3714 0.2663
H 0.3522 5.7662 0.6615
H -1.1048 5.4656 -5.6625
H 3.6718 1.8002 5.8400
H -0.3465 1.8902 -6.2762
H -4.2168 6.1039 -4.8617
H 5.9122 -0.9534 4.1208
H -1.6036 3.5077 -4.2813
H 3.4608 -1.1202 1.3983
H -4.9255 2.2007 1.2344
H -0.1705 4.4211 6.8623
H -3.9895 6.4469 0.4116
H -2.2708 -6.8280 0.7127
H 0.6797 0.3277 2.1385
H -0.1887 -9.0545 -2.2799
H 5.9187 -5.4591 1.5305
H -4.5782 0.8470 -6.5419
H -2.4144 3.9351 -0.5443
H 1.0018 7.2639 -1.0030
H -6.8862 1.8205 3.1271
H -4.3794 -0.3445 -1.8655
H -3.5148 -0.5504 -6.2041
H -0.3063 2.1636 -3.4255
H 3.7475 -3.8567 -6.7331
H 1.1525 -8.0134 -4.8514
H -0.3145 4.8488 2.9157
H 2.1310 -1.3897 -3.7441
H 0.3275 -6.5235 -4.8243
H -5.2150 -0.0780 3.0520
```

Output
SMILES: COCCNCCOC.COCCNCCOC.COCCNCCOC.COCCNCCOC.COCCNCCOC.COCCNCCOC.COCCNCCOC.COCCNCCOC.COCCNCCOC.CCO
frontier orbital gap: 8.7 eV
E: -4140.078964 Eh
energy relative to the best compared isomer or geometry (same formula, charge and spin): 1.03 kcal per mole
LUMO: 0.530 eV

=====

Below is C3H8P2 in the gas phase in a non-equilibrium geometry, with properties calculated with ωB97M-V with the def2-TZVPD basis set.

Structure (XYZ):
```
13
C3H8P2 | the OMol25 dataset | ωB97M-V with the def2-TZVPD basis set
P 2.4252 -0.6104 -0.1306
P -2.9630 -0.6098 -0.2974
C -0.3429 -0.2586 0.3605
C -1.5540 0.3630 -0.1027
C 0.8508 0.3567 -0.5038
H -1.5956 1.3844 0.0625
H 3.2547 0.3674 -0.3326
H 2.6149 -0.5419 1.3088
H -0.1227 0.0006 1.5352
H -3.9508 0.3970 -0.2648
H 0.7028 0.1053 -1.6934
H 0.9531 1.4730 -0.3323
H -0.4644 -1.3152 0.3763
```

Output
SMILES: [H]/P=C/CCP
frontier orbital gap: 9.0 eV
E: -801.695253 Eh
energy relative to the best compared isomer or geometry (same formula, charge and spin): 35.21 kcal per mole
LUMO: -0.038 eV

=====

Below is 2 unconnected molecules or ions with the total composition C12H17N in a non-equilibrium geometry, with properties calculated with ωB97M-V with the def2-TZVPD basis set.

Structure (XYZ):
```
30
C12H17N | the OMol25 dataset | ωB97M-V with the def2-TZVPD basis set
N -3.1754 1.1808 -0.4611
C 4.0230 -2.9931 0.0378
C -2.0160 0.4607 -0.4233
C -1.8068 -0.9240 -0.2810
C -1.4980 2.7180 -0.5761
C -0.6808 3.9495 -0.7385
C -0.9502 1.3697 -0.5229
C -0.5095 -1.4008 -0.1861
C -2.8572 2.5269 -0.5205
C 2.3957 -2.6933 1.9620
C 0.5310 -0.4899 -0.1371
C 0.3447 0.8832 -0.4785
C 3.8304 -3.0534 1.5271
H 0.2920 3.6673 -1.1386
H 3.9852 -4.0299 1.9678
H 3.6588 -3.9043 -0.4434
H 4.5466 -2.4397 2.0818
H -3.6537 3.2533 -0.5392
H 1.7373 -3.3005 1.3198
H 2.2670 -2.8714 3.0264
H 2.0841 -1.6820 1.7125
H 1.5478 -0.8077 0.0311
H -4.0522 0.9425 -0.0090
H -0.2478 -2.4429 -0.0957
H 5.0826 -2.9231 -0.2243
H -2.6438 -1.6051 -0.3620
H 3.5093 -2.1580 -0.4413
H -1.1923 4.6901 -1.3437
H 1.2027 1.5193 -0.6534
H -0.4694 4.3656 0.2516
```

Output
net charge: +1
frontier orbital gap (spin up / spin down): 9.7 / 5.9 eV
multiplicity: 2
⟨S²⟩: 0.769
E: -521.917044 Eh
energy relative to the best compared isomer or geometry (same formula, charge and spin): 16.08 kcal per mole
LUMO (spin up / spin down): -3.625 / -7.346 eV

=====

E of number 2 (C3H8P2)? -801.695253 Eh